1.
DFT (ωB97M-V with the def2-TZVPD basis set) results for C24H28N4O2 in the gas phase.

Atoms and positions in Å:
C -6.73653 -2.62187 0.47571
O -6.00551 -1.43738 0.25951
C -6.66560 -0.23582 0.23012
C -8.01832 -0.12139 0.53274
C -8.65669 1.10564 0.49062
C -7.95611 2.24265 0.13413
C -6.61530 2.13396 -0.17541
C -5.94198 0.91598 -0.12872
C -4.49289 0.98272 -0.51508
O -4.06848 1.93659 -1.13918
N -3.72875 -0.05440 -0.08379
C -2.36268 -0.28250 -0.28064
C -1.85560 -1.48398 0.24671
C -0.52802 -1.83280 0.12553
C 0.29630 -0.94541 -0.54502
C -0.19772 0.26943 -1.07803
C -1.53765 0.61017 -0.94742
N 0.83074 0.95216 -1.67852
C 1.88369 0.20222 -1.52876
N 1.63275 -0.96226 -0.85936
C 2.62428 -1.93937 -0.50456
C 3.91257 -1.64894 -1.29750
N 4.28968 -0.25052 -1.32103
C 4.66731 0.37242 -0.04596
C 5.48564 -0.56472 0.84713
C 5.91887 0.14066 2.13090
C 6.75920 1.37235 1.82174
C 5.96738 2.31639 0.92646
C 5.53093 1.60546 -0.35025
C 3.25828 0.49103 -2.03425
H -7.52824 -2.74655 -0.26819
H -7.16730 -2.65219 1.48147
H -6.01501 -3.43115 0.37010
H -8.58969 -0.99355 0.80828
H -9.70694 1.16245 0.73539
H -8.44946 3.20118 0.09426
H -6.04217 2.99963 -0.47178
H -4.21399 -0.80135 0.39307
H -2.53316 -2.15119 0.76145
H -0.15369 -2.75910 0.53618
H -1.91892 1.53010 -1.35300
H 2.25371 -2.94323 -0.73929
H 2.81082 -1.88968 0.57641
H 4.73169 -2.25017 -0.90436
H 3.75435 -1.94420 -2.33974
H 3.77004 0.69445 0.51368
H 4.90710 -1.44659 1.12513
H 6.36866 -0.89359 0.29532
H 6.48718 -0.55640 2.75073
H 5.03172 0.44102 2.69411
H 7.03992 1.87680 2.74841
H 7.67634 1.06935 1.31184
H 6.57305 3.18761 0.66953
H 5.08395 2.67045 1.46323
H 6.40662 1.27465 -0.91153
H 4.98452 2.31095 -0.97556
H 3.43615 1.56329 -1.97937
H 3.31292 0.20852 -3.09357

Forces on atoms 1 to 3 (eV/Å):
-0.119 -0.259 0.086
0.045 0.423 -0.064
-0.018 0.184 -0.029

Results
* SMILES: COc1ccccc1C(=O)Nc1ccc2c(c1)nc1n2CCN(C2CCCCC2)C1
* largest force on an atom: 0.93 eV/Å
* relative energy (zero: lowest compared OMol25 entry of this formula, charge and spin): 33.6 kcal/mol
* calculated total energy: -35399.124 eV

Atom charges from the Löwdin analysis, given in e for atoms 1 to 6: -0.072, -0.117, -0.203, -0.025, -0.077, -0.079

2.
DFT (ωB97M-V with the def2-TZVPD basis set) results for C24H28N4O5S in the gas phase in a non-equilibrium geometry.

Atoms and positions in Å:
C -1.67245 -6.93774 0.78256
O -0.78945 -6.28353 -0.09753
C -0.53970 -4.96321 0.08904
C -1.09496 -4.17724 1.09524
C -0.76083 -2.83995 1.18152
C 0.13471 -2.25682 0.29135
C 0.42269 -0.81032 0.44407
O -0.31138 -0.06067 1.06518
N 1.57334 -0.39622 -0.16603
C 2.06964 0.90579 -0.20330
C 1.30936 2.00029 -0.39058
C -0.11209 1.97690 -0.65637
C -1.04853 2.79645 -0.09450
N -2.31287 2.46706 -0.52659
S -3.73734 2.94350 0.21610
O -3.39151 3.98085 1.13611
O -4.70513 3.21828 -0.79321
N -4.17091 1.52353 0.98148
C -3.24850 1.17527 2.04341
C -5.56323 1.53726 1.38321
C -2.19905 1.39955 -1.39502
C -3.19106 0.71086 -2.07067
C -2.79150 -0.32063 -2.89865
C -1.44282 -0.63628 -3.06245
C -0.45502 0.05581 -2.39314
C -0.83204 1.07446 -1.52260
C 3.56391 0.88959 -0.11114
O 4.16375 -0.16708 -0.25710
N 4.18322 2.05959 0.11981
C 5.62398 2.19025 0.22386
C 6.00709 2.64083 1.63146
C 6.13119 3.16914 -0.83219
C 0.67912 -3.04647 -0.72230
C 0.34436 -4.37728 -0.82210
H -1.71347 -7.97146 0.44317
H -1.30548 -6.91012 1.81338
H -2.67617 -6.50334 0.74081
H -1.78568 -4.59499 1.81052
H -1.19064 -2.21955 1.95362
H 2.31119 -1.07786 -0.32973
H 1.75209 2.98386 -0.32264
H -0.94297 3.58388 0.62517
H -3.61809 0.28258 2.54442
H -2.27216 0.95394 1.61596
H -3.15418 1.98862 2.77052
H -5.87578 0.51666 1.60266
H -6.14121 1.92484 0.54819
H -5.73223 2.16906 2.26236
H -4.22542 0.98855 -1.95168
H -3.53454 -0.88780 -3.43883
H -1.16916 -1.43897 -3.73137
H 0.58631 -0.18069 -2.54673
H 3.63844 2.88920 0.28835
H 6.02802 1.19147 0.03081
H 5.62647 1.93880 2.36907
H 5.59435 3.62608 1.84098
H 7.08804 2.69161 1.72615
H 7.21505 3.23032 -0.79431
H 5.83619 2.84007 -1.82535
H 5.72211 4.16256 -0.65737
H 1.34921 -2.62122 -1.45359
H 0.75371 -4.99792 -1.60346

Forces on atoms 1 to 3 (eV/Å):
-0.162 -0.110 0.165
0.211 0.228 -0.187
0.115 0.181 -0.096

Results
* SMILES: COc1ccc(C(=O)N/C(=C\c2cn(S(=O)(=O)N(C)C)c3ccccc23)C(=O)NC(C)C)cc1
* largest force on an atom: 1.11 eV/Å
* relative energy (zero: lowest compared OMol25 entry of this formula, charge and spin): 52.3 kcal/mol
* calculated total energy: -52375.991 eV

Atom charges from the Löwdin analysis, given in e for atoms 1 to 6: -0.086, -0.078, -0.271, -0.007, -0.002, -0.134